(1)
C6H7N in the gas phase, computed with ωB97M-V with the def2-TZVPD basis set.

As for the SMILES: Cc1ccccn1.

CARTESIAN COORDINATES (ANGSTROEM)
1 C -0.811 -0.315 -2.048
2 C -0.281 -0.048 -0.664
3 C 0.817 -0.726 -0.130
4 C 1.236 -0.417 1.160
5 C 0.488 0.483 1.909
6 C -0.586 1.110 1.288
7 N -0.948 0.884 0.027
8 H -0.388 -1.221 -2.490
9 H -0.595 0.531 -2.710
10 H -1.898 -0.413 -1.997
11 H 1.317 -1.504 -0.702
12 H 2.134 -0.868 1.574
13 H 0.714 0.671 2.954
14 H -1.198 1.833 1.827

***

(2)
C6H7N in the gas phase, computed with ωB97M-V with the def2-TZVPD basis set.

As for the SMILES: C=C/C(C)=C1C=N\1.

CARTESIAN COORDINATES (ANGSTROEM)
1 C 1.607 -1.083 -1.246
2 C 0.699 -0.114 -0.899
3 C -0.206 0.086 0.255
4 C -0.330 -1.157 1.166
5 C -0.904 1.234 0.296
6 C -1.559 2.437 0.015
7 N -1.980 1.837 1.075
8 H 1.843 -1.961 -0.806
9 H 2.165 -0.943 -2.083
10 H 0.788 0.801 -1.392
11 H -1.014 -1.264 1.947
12 H 0.674 -1.091 1.681
13 H -0.273 -2.047 0.620
14 H -1.511 3.265 -0.631

***

(3)
2 unconnected molecules or ions with the total composition C6H7N, computed with ωB97M-V with the def2-TZVPD basis set.

As for the SMILES: C#CC=C.C=C=N.

CARTESIAN COORDINATES (ANGSTROEM)
1 C 0.020 -1.757 -0.598
2 C 0.786 -0.910 -0.223
3 C 1.489 0.178 0.339
4 C 2.788 0.226 0.310
5 H -0.475 -2.579 -1.012
6 H 0.902 0.925 0.929
7 H 3.330 -0.461 -0.330
8 H 3.423 1.182 0.580
9 C -1.639 1.398 -0.359
10 C -2.059 0.229 0.058
11 N -2.573 -0.756 0.515
12 H -2.065 1.792 -1.242
13 H -0.630 1.506 -0.157
14 H -3.298 -0.972 1.190

***

Ordered relative energy (zero: lowest compared OMol25 entry of this formula, charge and spin) results: 1.11, 107.41, 119.12; unit kcal/mol.
Ordered lowest unoccupied orbital energy results: 1.07, 0.55, 0.97; unit eV.
Ordered HOMO results: -9.4, -8.0, -8.6; unit eV.